Below is a 28-piece molecular cluster, C12H57BrNO32 overall at a distorted geometry, with properties calculated with ωB97M-V/def2-TZVPD.

## Properties
relative energy (zero: lowest compared OMol25 entry of this formula, charge and spin)	1347.9	kJ/mol
maximum force	10.5	eV/A
HOMO-LUMO gap	5.6	eV
total charge	-1
E_HOMO	-5.323	eV
molecular weight	807.47	g/mol

Atoms and positions in Å:
O1 3.696 -0.551 -0.479
C1 3.119 0.035 -1.554
N1 2.505 0.740 -2.585
C2 1.210 1.230 -1.974
C3 1.084 2.730 -1.326
C4 -0.362 3.200 -0.629
C5 -0.365 4.745 -0.023
O2 -1.227 5.704 -0.392
O3 0.679 5.166 0.970
C6 -1.676 2.179 -0.563
C7 -1.571 0.657 -1.248
C8 -0.115 0.210 -1.933
Br1 0.207 -1.617 -2.753
C9 -2.880 -0.328 -1.225
O4 -3.048 -1.459 -1.912
C10 -4.182 0.141 -0.286
C11 -4.309 1.481 0.349
C12 -3.095 2.618 0.164
O5 -3.366 3.824 0.676
H1 2.023 3.428 -1.375
H2 -5.091 -0.615 -0.144
H3 -5.273 1.724 0.978
O6 -1.862 1.581 2.655
H4 -1.353 1.853 3.433
H5 -2.402 2.358 2.445
O7 5.502 2.427 -2.090
H6 5.382 1.650 -1.522
H7 5.998 3.048 -1.535
O8 -1.262 2.883 5.327
H8 -0.753 3.154 6.105
H9 -1.802 3.659 5.117
O9 6.939 0.190 -1.117
H10 7.502 -0.446 -1.583
H11 6.042 -0.152 -1.248
O10 4.134 -2.887 -2.600
H12 3.190 -3.052 -2.742
H13 4.158 -2.329 -1.808
O11 -6.948 -0.799 -0.386
H14 -7.164 -1.255 -1.213
H15 -7.705 -0.985 0.189
O12 8.019 1.074 1.944
H16 7.803 0.617 1.117
H17 7.262 0.887 2.519
O13 -0.639 5.472 4.096
H18 -0.828 6.345 3.719
H19 0.251 5.265 3.771
O14 -9.086 -2.119 -0.657
H20 -9.145 -3.071 -0.824
H21 -9.985 -1.871 -0.394
O15 4.540 -0.152 2.530
H22 4.323 -0.608 1.703
H23 3.782 -0.338 3.106
O16 5.740 1.302 5.109
H24 5.523 0.846 4.282
H25 4.982 1.116 5.684
O17 2.004 -5.183 -2.005
H26 2.900 -5.446 -2.265
H27 1.441 -5.891 -2.352
O18 -10.285 -4.070 1.081
H28 -10.669 -3.684 1.883
H29 -9.601 -4.670 1.415
O19 7.542 -2.719 -2.350
H30 8.106 -3.355 -2.816
H31 6.645 -3.061 -2.480
O20 1.105 -0.783 -5.807
H32 1.668 -0.340 -6.459
H33 1.520 -0.572 -4.957
O21 -2.658 7.467 1.636
H34 -2.094 6.831 1.170
H35 -3.555 7.125 1.505
O22 2.642 1.516 -6.360
H36 3.150 1.787 -5.581
H37 2.102 2.293 -6.570
O23 -4.094 -4.432 -2.702
H38 -4.214 -5.209 -2.134
H39 -3.598 -3.812 -2.148
O24 2.081 4.179 2.924
H40 1.908 5.000 2.439
H41 3.005 4.262 3.202
O25 -4.858 -4.801 0.299
H42 -4.350 -4.529 1.078
H43 -5.398 -4.024 0.090
O26 -3.395 0.430 6.632
H44 -2.832 0.874 5.979
H45 -2.980 0.642 7.482
O27 -7.943 -4.333 2.713
H46 -7.634 -4.204 3.622
H47 -7.129 -4.468 2.206
O28 8.998 -2.965 -4.971
H48 8.808 -2.092 -5.348
H49 9.887 -3.171 -5.296
O29 -1.143 -2.446 -5.373
H50 -0.608 -2.026 -6.063
H51 -2.056 -2.302 -5.663
O30 -8.762 -2.428 4.740
H52 -9.706 -2.592 4.598
H53 -8.738 -1.869 5.532
O31 4.814 4.698 1.219
H54 5.340 5.082 1.937
H55 4.940 3.743 1.322
O32 6.542 -5.469 -1.814
H56 7.050 -5.197 -1.035
H57 6.002 -4.692 -2.023

=====

Below is an isolated molecule of C4H2FN at a distorted geometry, with properties calculated with ωB97M-V/def2-TZVPD.

## Properties
relative energy (zero: lowest compared OMol25 entry of this formula, charge and spin)	43.1	kJ/mol
maximum force	4.9	eV/A
HOMO-LUMO gap	11.6	eV
total charge	0
E_HOMO	-11.197	eV
molecular weight	83.06	g/mol
SMILES	C#C[C@H](F)C#N

Atoms and positions in Å:
C1 1.918 0.616 -0.003
C2 0.745 0.291 0.126
C3 -0.657 -0.104 0.413
F1 -0.745 -0.965 1.514
C4 -1.267 -0.671 -0.739
N1 -1.786 -0.987 -1.742
H1 2.948 0.953 -0.135
H2 -1.157 0.866 0.567

=====

Below is a 3-piece molecular cluster, C20H29F9O5S3 overall at a distorted geometry, with properties calculated with ωB97M-V/def2-TZVPD.

## Properties
maximum force	3.4	eV/A
HOMO-LUMO gap	8.2	eV
total charge	0
E_HOMO	-8.766	eV
molecular weight	616.63	g/mol

Atoms and positions in Å:
O1 -4.977 -1.357 -1.257
C1 -4.347 -1.457 -0.262
O2 -3.225 -2.279 -0.048
C2 -2.383 -1.429 0.816
C3 -1.169 -1.018 -0.090
C4 0.233 -1.292 0.655
C5 0.819 0.058 1.261
C6 2.291 0.384 0.805
C7 2.574 1.940 0.632
F1 3.777 2.010 -0.058
F2 1.528 2.394 -0.172
C8 2.609 2.610 2.053
F3 1.361 2.695 2.626
F4 3.333 1.802 2.908
S1 3.377 4.327 2.148
F5 3.082 4.666 0.586
F6 1.892 4.966 2.499
F7 3.573 4.103 3.775
F8 4.880 3.781 1.869
F9 4.007 5.822 2.299
C9 -3.337 -0.330 1.422
C10 -3.021 1.197 1.212
C11 -3.350 1.764 -0.205
C12 -2.291 2.367 -1.036
C13 -2.635 2.894 -2.353
C14 -3.997 2.888 -2.889
C15 -5.041 2.286 -2.067
C16 -4.715 1.751 -0.746
O3 -4.616 -0.798 0.952
H1 -2.193 -2.145 1.668
H2 -1.177 0.059 -0.390
H3 -1.141 -1.605 -1.051
H4 -0.034 -1.968 1.518
H5 0.945 -1.837 -0.012
H6 0.862 -0.105 2.380
H7 0.084 0.885 1.107
H8 3.087 -0.128 1.406
H9 2.401 -0.029 -0.243
H10 -3.386 -0.429 2.546
H11 -1.952 1.447 1.432
H12 -3.637 1.792 1.948
H13 -1.238 2.380 -0.648
H14 -1.797 3.338 -2.953
H15 -4.240 3.310 -3.893
H16 -6.096 2.227 -2.425
H17 -5.550 1.320 -0.144
C17 -4.040 -5.883 -2.956
S2 -3.847 -5.279 -1.268
O4 -2.462 -5.611 -0.830
C18 -4.955 -6.486 -0.515
H18 -3.397 -5.291 -3.607
H19 -3.746 -6.932 -3.011
H20 -5.078 -5.765 -3.267
H21 -4.603 -7.497 -0.727
H22 -5.964 -6.349 -0.908
H23 -4.962 -6.322 0.562
C19 6.754 1.281 0.226
S3 7.315 0.300 -1.177
O5 6.815 -1.088 -0.977
C20 9.061 0.315 -0.727
H24 5.671 1.370 0.172
H25 7.032 0.789 1.160
H26 7.201 2.275 0.179
H27 9.192 -0.116 0.266
H28 9.433 1.340 -0.745
H29 9.609 -0.281 -1.457